ORCA calculation (ωB97M-V with the def2-TZVPD basis set) on a structure of composition C46H54FN3O6PPdS2.

maximum force: 0.0349 hartree/bohr
relative energy (zero: lowest compared OMol25 entry of this formula, charge and spin): 0.000 eV
orbital gap (spin up / spin down): 4.48 / 4.47 eV
net charge: -1
total energy: -3766.644804 a.u.

Each line ends with the Löwdin charge.
CARTESIAN COORDINATES (ANGSTROEM)
Pd  -0.99  -0.30  0.84  1.032
C  6.35  -1.20  -0.26  -0.042
C  5.61  -0.20  0.63  -0.552
C  5.79  1.20  0.04  -0.066
C  6.25  -0.21  2.03  -0.047
C  4.14  -0.60  0.77  -0.157
C  3.10  0.21  0.36  0.049
C  1.77  -0.13  0.61  -0.135
N  0.64  0.61  0.35  0.047
C  0.45  1.90  -0.04  -0.141
C  1.41  2.90  -0.27  0.040
C  1.06  4.14  -0.76  -0.159
C  -0.29  4.40  -1.03  0.045
C  -1.29  3.50  -0.74  -0.078
C  -0.95  2.24  -0.19  -0.248
O  -1.86  1.40  0.20  -0.175
C  -2.76  3.79  -1.03  -0.534
C  -2.98  5.19  -1.61  -0.069
C  -3.24  2.75  -2.05  -0.032
C  -3.61  3.69  0.25  -0.036
C  2.14  5.20  -0.96  -0.554
C  1.59  6.53  -1.48  -0.067
C  2.81  5.48  0.39  -0.045
C  3.20  4.71  -1.96  -0.042
C  1.47  -1.41  1.22  -0.227
O  0.24  -1.76  1.42  -0.138
C  2.54  -2.26  1.60  -0.070
C  3.83  -1.82  1.38  0.042
C  2.22  -3.61  2.22  -0.530
C  1.40  -3.42  3.51  -0.034
C  1.41  -4.42  1.20  -0.068
C  3.47  -4.41  2.58  -0.067
H  7.40  -0.93  -0.35  0.082
H  5.91  -1.21  -1.26  0.091
H  6.29  -2.21  0.14  0.077
H  6.85  1.45  0.02  0.083
H  5.29  1.95  0.65  0.081
H  5.41  1.26  -0.98  0.084
H  7.30  0.10  1.97  0.082
H  6.21  -1.20  2.47  0.074
H  5.73  0.48  2.69  0.091
H  3.32  1.12  -0.18  0.080
H  2.44  2.70  -0.03  0.088
H  -0.56  5.35  -1.45  0.087
H  -2.46  5.31  -2.56  0.081
H  -2.66  5.96  -0.91  0.083
H  -4.05  5.34  -1.80  0.083
H  -2.70  2.88  -2.99  0.088
H  -4.31  2.87  -2.25  0.086
H  -3.07  1.75  -1.67  0.057
H  -3.26  4.40  0.99  0.088
H  -3.55  2.69  0.67  0.077
H  -4.65  3.91  0.02  0.083
H  0.85  6.94  -0.79  0.085
H  1.13  6.41  -2.46  0.086
H  2.40  7.25  -1.57  0.082
H  2.07  5.84  1.11  0.091
H  3.58  6.24  0.29  0.082
H  3.27  4.59  0.80  0.072
H  2.73  4.47  -2.92  0.091
H  3.70  3.81  -1.60  0.069
H  3.95  5.48  -2.13  0.081
H  4.64  -2.46  1.69  0.096
H  0.48  -2.87  3.29  0.071
H  1.97  -2.86  4.25  0.087
H  1.13  -4.39  3.93  0.084
H  0.49  -3.90  0.95  0.054
H  1.16  -5.40  1.59  0.087
H  1.98  -4.53  0.28  0.060
H  4.08  -3.89  3.32  0.081
H  4.07  -4.61  1.69  0.083
H  3.18  -5.37  3.01  0.083
S  0.28  -3.84  -2.08  0.202
P  -1.29  -2.81  -2.64  0.038
S  -1.87  -1.16  -1.59  0.296
C  -1.06  -2.24  -4.37  -0.387
C  -0.76  -3.20  -5.32  -0.108
C  -0.51  -2.83  -6.63  -0.096
C  -0.56  -1.49  -6.99  -0.107
C  -0.87  -0.53  -6.04  -0.098
C  -1.11  -0.90  -4.73  -0.116
C  -2.78  -3.87  -2.85  -0.379
C  -2.72  -5.23  -2.59  -0.112
C  -3.84  -6.02  -2.80  -0.096
C  -5.02  -5.45  -3.25  -0.107
C  -5.08  -4.09  -3.51  -0.093
C  -3.96  -3.29  -3.30  -0.102
H  -0.71  -4.24  -5.02  0.096
H  -0.29  -3.58  -7.37  0.095
H  -0.35  -1.19  -8.00  0.091
H  -0.92  0.51  -6.32  0.095
H  -1.34  -0.17  -3.97  0.046
H  -1.79  -5.65  -2.24  0.060
H  -3.79  -7.08  -2.60  0.095
H  -5.90  -6.06  -3.40  0.093
H  -6.00  -3.64  -3.85  0.096
H  -4.00  -2.23  -3.49  0.094
F  -3.10  1.03  8.01  0.064
C  -3.80  0.49  6.98  -0.176
C  -3.16  -0.27  6.07  0.048
N  -3.81  -0.89  5.06  0.005
C  -3.09  -1.73  4.12  -0.032
C  -2.38  -0.94  2.98  -0.670
O  -1.58  -0.04  3.30  -0.032
O  -2.62  -1.30  1.81  -0.081
C  -5.18  -0.77  4.90  -0.465
O  -5.82  -1.36  4.07  0.097
N  -5.78  0.07  5.82  0.209
C  -5.23  0.73  6.91  -0.415
O  -5.92  1.39  7.66  0.083
H  -2.09  -0.43  6.12  0.151
H  -3.80  -2.43  3.66  0.126
H  -2.31  -2.28  4.65  0.132
H  -6.79  0.18  5.70  0.169

ORCA calculation (ωB97M-V with the def2-TZVPD basis set) on a cluster of 2 separate species, C4H9N4OS in total.

maximum force: 0.0891 hartree/bohr
relative energy (zero: lowest compared OMol25 entry of this formula, charge and spin): 4.125 eV
orbital gap (spin up / spin down): 6.95 / 7.03 eV
net charge: +1
total energy: -849.883645 a.u.

Each line ends with the natural charge from an NBO analysis.
CARTESIAN COORDINATES (ANGSTROEM)
C  0.62  -0.35  0.78  -0.435
C  -0.77  -0.62  0.62  0.173
C  1.09  0.68  0.10  0.470
C  -2.84  -0.07  -0.47  0.796
N  -1.71  0.15  0.09  -0.581
N  -3.72  0.93  -0.74  -0.756
N  4.61  -0.98  0.06  -0.904
N  0.80  1.83  -0.35  -0.694
O  -3.09  -1.27  -1.00  -0.668
S  4.07  0.41  -0.65  0.163
H  1.24  -0.99  1.23  0.261
H  -1.19  -1.51  0.94  0.184
H  -3.48  1.86  -0.57  0.421
H  -4.69  0.66  -0.71  0.424
H  5.10  -1.57  -0.59  0.397
H  5.10  -0.72  0.90  0.394
H  0.22  2.42  0.11  0.397
H  1.15  2.31  -1.17  0.427
H  -2.53  -2.03  -0.99  0.532

- The highest maximum force belongs to which entry?
  C4H9N4OS